The following is a DFT calculation (ωB97M-V with the def2-TZVPD basis set) of C28H24N9O4RhSSe2Te2 as an isolated structure.

```
71
Properties=species:S:1:pos:R:3
Te 2.1769 -2.7762 -6.4927
Te -0.2404 -1.9113 -6.6060
Rh 0.8684 -2.5144 -0.7890
Se 2.6719 -2.9626 -4.0182
Se 0.6874 -2.3403 -3.1194
S 5.5528 -4.1596 4.5200
O 6.3944 -2.9877 4.4420
O -6.2548 8.4349 -1.3645
O 5.2062 -4.6317 5.8380
O 5.9907 -5.2480 3.6148
N 1.1687 -0.1019 -0.0967
N 2.5884 -3.5618 -0.8722
N 4.5927 -5.3672 1.2923
N 4.6922 -4.8159 -1.0056
N -1.7767 3.8312 -0.6213
N -0.9968 -1.5852 -0.8011
N 0.5992 -3.0958 1.3158
N 6.5036 -5.6933 0.0825
N -3.5608 2.5831 -1.0557
C -2.4675 1.7817 -0.8619
C 2.2401 0.6088 0.1929
C -2.0523 -2.3387 -1.0837
C 5.2285 -5.2812 0.1358
C -1.3481 2.5274 -0.5915
C -3.4975 -0.4533 -1.2308
C 0.0230 0.5501 -0.3689
C 1.7439 -4.2623 3.1665
C -1.1491 -0.2486 -0.7014
C -7.6360 8.3455 -1.6731
C 2.8668 -2.4742 2.0145
C -3.4029 6.3005 -0.8475
C -2.3955 0.3539 -0.9299
C -0.0679 1.9543 -0.3280
C -5.5541 7.2824 -1.2679
C -5.2835 4.8973 -1.3249
C -4.1989 7.4185 -0.9663
C 1.0887 2.6825 -0.0202
C -6.0964 6.0129 -1.4476
C 4.0032 -3.6843 3.7471
C 2.8770 -4.4716 3.9413
C 2.2521 2.0071 0.2356
C -3.1181 3.8100 -0.9059
C -3.3256 -1.8132 -1.2950
C 3.9849 -2.6636 2.8102
C -3.9325 5.0206 -1.0247
C 3.5729 -4.1723 -0.9044
C 1.7515 -3.2773 2.1863
H -4.1433 -2.4806 -1.5256
H -1.8669 -3.4033 -1.1637
H -8.0024 9.3670 -1.7052
H -7.1422 5.8812 -1.6821
H 0.0708 -3.9623 1.2986
H 7.0229 -5.5276 -0.7595
H -1.2206 4.6530 -0.4699
H -7.7937 7.8729 -2.6453
H 2.9071 -5.2555 4.6868
H 0.8632 -4.8796 3.3095
H -2.3551 6.4454 -0.6124
H 4.8780 -2.0670 2.6764
H 5.0973 -5.4807 2.2042
H -0.0170 -2.3901 1.7066
H 2.8630 -1.7484 1.2148
H 3.1477 0.0629 0.4102
H -3.7953 8.4126 -0.8304
H -5.6967 3.9076 -1.4635
H 6.9771 -5.9668 0.9259
H -8.1774 7.7901 -0.9037
H 3.1674 2.5293 0.4747
H 1.0623 3.7647 0.0139
H -4.4549 0.0164 -1.4128
H 3.6381 -5.0506 1.3325
```

The calculation puts the LUMO energy (alpha / beta) at -2.695 / -2.689 eV. The electronic energy is -7722.91039 Eh. For the HOMO energy (alpha / beta), the calculation gives -6.626 / -6.649 eV. Its energy above the lowest of the compared OMol25 structures with the same formula, charge and spin is 83.49 kcal/mol. Its net charge is 0. The HOMO-LUMO gap (alpha / beta) is 0.1444 / 0.1455 Eh.

The following is a DFT calculation (ωB97M-V with the def2-TZVPD basis set) of a 2-piece molecular cluster, CH2IPS overall.

```
6
Properties=species:S:1:pos:R:3
I 2.0055 2.3573 -2.4531
S -0.2114 -1.8251 1.5319
P -0.0903 0.6863 -0.0769
C -0.9522 -0.7015 0.5983
H -2.0240 -0.5537 0.3102
H 1.2723 0.0367 0.0896
```

The calculation puts the LUMO energy (alpha / beta) at -2.479 / -3.322 eV. The electronic energy is -1076.42322 Eh. For the HOMO energy (alpha / beta), the calculation gives -8.883 / -9.110 eV. Its energy above the lowest of the compared OMol25 structures with the same formula, charge and spin is 49.34 kcal/mol. Its net charge is 0. The HOMO-LUMO gap (alpha / beta) is 0.2353 / 0.2127 Eh.

The following is a DFT calculation (ωB97M-V with the def2-TZVPD basis set) of C22H12N7PtS2 as an isolated structure.

```
44
Properties=species:S:1:pos:R:3
Pt 0.0019 0.1706 -1.0466
S -1.4358 -1.9070 -0.3309
S -1.1239 -0.7371 -2.9655
N 2.2843 -1.0268 1.1320
N 1.5537 -1.1978 -1.1618
N -3.5426 -4.8977 -1.0975
N -1.2114 1.8363 -1.0917
N 0.6170 0.6987 0.7741
N -3.1368 -3.0532 -5.0674
N -1.0538 2.4004 1.2456
C 1.7276 0.6588 5.2277
C 0.7446 1.6682 5.2589
C 2.0605 0.0231 4.0502
C 2.7971 -2.6800 -2.5941
C -1.5392 2.5721 0.0232
C 1.3978 0.4091 2.8850
C -3.1181 -4.0429 -1.7440
C 3.3792 -2.5039 -0.2962
C 0.0820 2.0528 4.1123
C 0.4140 1.4142 2.9173
C -1.6626 2.2629 -2.2998
C -2.4731 3.6450 -0.1223
C 3.5998 -3.0734 -1.5090
C -2.5855 -3.0000 -2.5523
C -2.8848 -3.0287 -3.9427
C 1.8133 -1.7623 -2.3671
C -2.9439 4.0191 -1.3387
C -1.8038 -2.0016 -2.0069
C -0.0824 1.5599 1.5775
C 2.3543 -1.5299 -0.0967
C -2.4982 3.3243 -2.4796
C 1.4851 -0.0484 1.5257
H 2.9324 -3.0887 -3.5844
H -0.6786 2.8229 4.1237
H -3.6403 4.8426 -1.4363
H 4.3810 -3.8114 -1.6427
H 1.1767 -1.4530 -3.1790
H -1.3293 1.7048 -3.1585
H 3.9670 -2.7509 0.5756
H 0.5076 2.1445 6.2025
H 2.2232 0.3773 6.1489
H -2.7516 4.1509 0.7904
H 2.8102 -0.7571 4.0173
H -2.8145 3.5935 -3.4763
```

The calculation puts the LUMO energy (alpha / beta) at 2.444 / 0.953 eV. The electronic energy is -2144.68077 Eh. For the HOMO energy (alpha / beta), the calculation gives -3.064 / -5.394 eV. As for the spin multiplicity: 3. Its net charge is -1. The HOMO-LUMO gap (alpha / beta) is 0.2024 / 0.2333 Eh.

The following is a DFT calculation (ωB97M-V with the def2-TZVPD basis set) of C10H19KN3O3 as an isolated structure.

```
36
Properties=species:S:1:pos:R:3
K -4.9454 0.4590 1.2988
O 2.9987 -0.3739 3.1171
O 1.9900 -2.2183 -0.2339
O 3.3711 -3.2124 -1.7391
N -1.9868 3.5839 -1.8478
N -2.4609 1.2750 -1.6371
N -2.8555 2.7182 0.1546
C 0.3772 -0.6160 -0.9469
C -1.7525 -0.0508 0.3569
C -2.8368 0.2638 -0.6641
C 3.0910 -0.3494 1.7612
C 1.8107 -0.0845 1.0442
C 3.2210 -2.5752 -0.7102
C -2.4594 2.5442 -1.0465
C 1.7276 -0.8172 -0.2917
C -0.7948 -1.1437 -0.1124
C 3.1849 -1.6558 2.4173
H 2.4511 -0.3474 -0.9546
H 3.9835 0.0347 1.3195
H 1.0390 -0.3473 1.7533
H 1.8843 0.9794 0.8407
H -2.7119 4.2474 -2.0826
H -0.3928 -1.6063 0.7802
H 0.2597 0.4142 -1.2555
H -2.2552 -0.4518 1.2418
H -2.7287 3.6949 0.3973
H 4.0851 -2.2936 -0.0953
H -3.1425 1.3019 -2.3838
H -3.7899 0.5270 -0.2000
H -3.0070 -0.6603 -1.2057
H 0.4020 -1.1945 -1.8635
H -1.3426 -1.9149 -0.6334
H -1.2275 0.8347 0.6714
H -1.5966 3.2432 -2.7158
H 4.1168 -1.9961 2.8283
H 2.2933 -2.2122 2.6371
```

The calculation puts the LUMO energy at -3.857 eV. The electronic energy is -1382.08129 Eh. For the HOMO energy, the calculation gives -12.222 eV. Its net charge is +1. The HOMO-LUMO gap is 0.3074 Eh.

The following is a DFT calculation (ωB97M-V with the def2-TZVPD basis set) of a 9-piece molecular cluster, C33H45F3N4O13S2 overall.

```
100
Properties=species:S:1:pos:R:3
S 0.2833 -2.4512 3.2666
S -1.7424 6.0089 0.0411
F -3.2404 3.1326 2.4351
F -4.0596 -1.0650 -1.8397
F 5.4311 4.2382 0.4854
O -1.5773 0.8595 5.2981
O -2.6019 7.0143 0.6426
O -0.5998 5.4313 0.7511
O 2.2019 3.6008 1.2511
O -1.4784 2.1522 -1.7776
O -2.2127 2.8357 4.3335
O -0.8346 -2.0161 2.4419
O -0.7673 1.5421 3.2332
O -2.2335 0.7137 -0.1434
O 0.4469 -3.8853 3.4366
O -2.0625 -0.0534 -2.1710
O 4.1236 2.4811 1.1473
O 2.4432 1.8022 2.4890
N 2.3889 1.2655 -3.2150
N 0.0795 -3.7109 -4.1254
N -2.0715 -4.5021 1.2664
N 1.7943 -5.0007 -0.5056
C -2.3173 -6.1008 -0.2054
C -1.0789 -4.3254 -3.7070
C 0.4162 -1.6320 4.9209
C 3.2886 -3.4325 -1.0011
C -3.2382 -5.0796 -0.5084
C 3.1312 -4.7324 -0.5099
C -0.2335 -2.5098 -4.6588
C -2.8278 4.5846 -0.4909
C -2.6966 -1.0947 -1.5370
C 2.7272 -1.6950 4.0330
C 4.2860 3.5543 0.2879
C 1.0301 -3.9017 -0.8810
C -2.9596 -4.0542 0.3466
C -2.1077 3.4313 3.1119
C -1.4700 1.7003 4.3749
C -1.6181 -5.7361 0.9068
C 2.0420 0.9873 -1.8811
C 1.8979 -1.8361 2.7104
C 3.5993 0.6368 -3.4645
C -2.1444 5.7215 -2.6140
C -2.1119 -3.4788 -3.9187
C -1.8992 1.0650 -1.4217
C 3.1003 4.4794 0.5735
C -2.5001 -0.6396 -0.1212
C -3.3086 4.9907 -1.8857
C 2.8739 2.5449 1.6899
C 1.8295 -1.1045 5.1313
C -1.3217 6.6329 -1.6664
C 1.9574 -2.9826 -1.2434
C 3.0421 0.2463 -1.3521
C -1.5858 -2.3548 -4.5474
C 4.0673 0.0801 -2.3417
C -0.9121 2.7553 2.4938
H 4.3623 3.2654 -0.7554
H 1.6394 1.4074 -3.8501
H 3.3839 5.3139 1.1618
H 3.9161 0.7287 -4.5078
H 2.0365 -1.3899 6.2089
H -0.9253 2.4857 1.4747
H 2.3243 -2.4170 1.9172
H 1.7216 -0.0489 5.0914
H -3.4674 4.4699 0.3384
H -2.1618 3.7544 -0.5009
H -1.9365 -6.9535 -0.7535
H 3.5599 -0.9622 3.8113
H 1.0827 1.4052 -1.4887
H -0.0083 -3.9926 -0.9251
H -0.2896 -0.8271 4.7866
H 2.6008 4.7577 -0.3061
H 1.6153 -0.7909 2.3979
H -4.1496 5.7109 -1.7435
H -0.0263 3.3864 2.6661
H -3.5219 -3.1617 0.4028
H 1.0244 -4.0952 -4.0072
H -1.4374 5.0886 -3.1323
H -2.1748 -1.5573 -4.9021
H 1.4020 -5.7006 0.1085
H -1.7196 -1.1725 0.4204
H -3.4534 -0.8140 0.3705
H 4.2261 -2.9695 -1.2725
H 3.1401 -2.6576 4.2565
H 1.8638 -2.0615 -1.8038
H -3.7207 4.1620 -2.5144
H 3.0344 -0.1960 -0.2974
H -2.6214 6.3652 -3.3629
H 0.5167 -1.8537 -5.0199
H 0.0648 -2.4263 5.6363
H -1.1147 -5.3614 -3.3067
H -4.1018 -4.9758 -1.1467
H 3.8720 -5.4936 -0.3075
H -1.6781 -3.8921 1.9286
H -0.2511 6.7739 -1.8854
H -2.1039 4.4782 3.2739
H 4.8905 -0.5725 -2.1873
H -2.3119 -2.1162 -1.8085
H -1.8275 7.6118 -1.5855
H -0.7691 -6.1391 1.5221
H -3.1736 -3.6801 -3.7674
```

The calculation puts the LUMO energy at 0.297 eV. The electronic energy is -3577.51780 Eh. For the HOMO energy, the calculation gives -8.251 eV. Its energy above the lowest of the compared OMol25 structures with the same formula, charge and spin is 26.22 kcal/mol. Its net charge is 0. As for the structure (SMILES): O=C1OC[C@@H](F)O1.O=C1OC[C@@H](F)O1.O=C1OC[C@@H](F)O1.O=S1(=O)CCCC1.O=S1(=O)CCCC1.c1cc[nH]c1.c1cc[nH]c1.c1cc[nH]c1.c1cc[nH]c1. The HOMO-LUMO gap is 0.3141 Eh.

The following is a DFT calculation (ωB97M-V with the def2-TZVPD basis set) of one molecule with the formula C24H25ClN2O5S.

```
58
Properties=species:S:1:pos:R:3
Cl -2.2751 4.3331 -1.5747
S 3.1546 4.1888 -1.9641
O -1.9411 0.0373 -1.9189
O -3.6184 1.9625 -0.7795
O -3.5582 -1.5037 -1.6947
O -2.6978 0.0959 1.1082
O 2.0406 -1.3117 1.5730
N 2.4345 1.7477 -1.3243
N 2.4629 3.2630 0.4052
C 2.3558 0.2912 3.3078
C -1.8109 -3.1061 -1.0926
C 3.7385 -1.3518 -0.8948
C -2.2237 -0.9132 1.9834
C 1.6798 2.3421 1.2008
C -0.3367 3.3357 -0.0057
C 0.1973 2.3740 0.8308
C 2.1596 -0.1372 1.8659
C 2.1425 0.9329 0.8704
C 2.3652 0.6927 -0.4470
C 2.5573 -0.6388 -1.0518
C 2.8542 -3.1106 -2.2655
C -3.0611 -0.2720 -1.6099
C -1.8904 1.1422 0.7698
C -1.6252 3.1705 -0.4882
C 2.6373 3.0363 -0.9127
C 1.6790 -2.3969 -2.4280
C -2.4030 2.0623 -0.1655
C -0.6011 1.3130 1.2427
C 1.5268 -1.1599 -1.8278
C 3.8823 -2.5867 -1.4999
C -4.1227 0.6873 -1.0876
C -2.6854 -2.5252 -2.1936
C -2.2977 -0.5017 3.4503
H 1.8279 2.5936 2.2533
H -1.9523 -1.3219 4.0733
H -3.3528 -3.2834 -2.6081
H -4.8612 0.8524 -1.8794
H 2.5563 4.2202 0.7082
H 2.9691 -4.0766 -2.7346
H 1.4721 0.8002 3.6867
H -3.3241 -0.2620 3.7164
H 2.5330 -0.5942 3.9130
H 0.6088 -0.6007 -1.9427
H 0.2306 4.1920 -0.3318
H 4.8000 -3.1413 -1.3736
H -1.2207 -3.9262 -1.4909
H -2.0648 -2.0986 -2.9883
H 2.5964 1.5592 -2.3047
H -1.6825 0.3732 3.6440
H 0.8768 -2.8030 -3.0265
H -0.1817 0.5810 1.9109
H -4.6228 0.2236 -0.2299
H -2.4291 -3.4791 -0.2799
H 4.5359 -0.9395 -0.2946
H -2.8986 -1.7554 1.8055
H -1.1340 -2.3484 -0.7064
H 3.2065 0.9638 3.3894
H -1.2084 -1.2219 1.7091
```

The calculation puts the LUMO energy at 0.178 eV. The electronic energy is -2273.65823 Eh. For the HOMO energy, the calculation gives -8.226 eV. Its energy above the lowest of the compared OMol25 structures with the same formula, charge and spin is 9.78 kcal/mol. Its net charge is 0. As for the structure (SMILES): CCOC(=O)COc1c(Cl)cc([C@@H]2NC(=S)NC(c3ccccc3)=C2C(C)=O)cc1OCC. The HOMO-LUMO gap is 0.3089 Eh.

The following is a DFT calculation (ωB97M-V with the def2-TZVPD basis set) of a 2-piece molecular cluster, CH4FOP overall.

```
8
Properties=species:S:1:pos:R:3
P -1.8909 1.4136 -0.3014
F -0.7785 2.6192 -0.2419
O 1.2589 -0.1150 -1.2256
C 0.3997 -0.7292 -0.3942
H -1.5815 0.9527 1.1343
H -0.2521 -1.5588 -0.8212
H 0.6193 -0.6725 0.5932
H 1.6918 0.4782 -0.6404
```

The calculation puts the LUMO energy (alpha / beta) at -0.563 / 0.683 eV. The electronic energy is -556.84218 Eh. For the HOMO energy (alpha / beta), the calculation gives -7.680 / -8.174 eV. Its energy above the lowest of the compared OMol25 structures with the same formula, charge and spin is 96.24 kcal/mol. Its net charge is 0. The HOMO-LUMO gap (alpha / beta) is 0.2616 / 0.3255 Eh.

The following is a DFT calculation (ωB97M-V with the def2-TZVPD basis set) of a 8-piece molecular cluster, H15O7S overall.

```
23
Properties=species:S:1:pos:R:3
S -2.4799 0.0459 0.9371
O -1.5202 -3.3219 1.9118
O -2.2161 3.7162 -2.5305
O 1.8254 0.4935 -2.7305
O 1.8293 -0.0573 1.0738
O 2.1004 -1.4570 -1.1709
O 1.4046 2.0043 -0.6183
O -0.3142 -1.2103 3.1643
H 1.4662 -2.1336 -1.3316
H -1.9351 0.6162 2.0063
H 1.9043 -0.3035 -2.1467
H -2.1440 -2.6713 1.7237
H 1.8297 -0.9508 -0.2830
H -2.8557 4.1419 -1.8328
H 1.1110 -0.5027 1.5840
H 1.7801 1.3933 -1.2280
H -2.0946 2.7412 -2.0967
H 0.9389 0.6091 -3.2300
H -0.9309 -1.8392 3.0571
H -0.5525 -0.3251 3.0008
H 0.5247 2.1721 -0.9103
H 1.5448 0.7227 0.5572
H -1.2165 -3.8836 1.0932
```

The calculation puts the LUMO energy (alpha / beta) at -0.267 / -3.696 eV. The electronic energy is -933.74743 Eh. For the HOMO energy (alpha / beta), the calculation gives -11.011 / -10.962 eV. Its energy above the lowest of the compared OMol25 structures with the same formula, charge and spin is 6.86 kcal/mol. As for the spin multiplicity: 2. Its net charge is 0. The HOMO-LUMO gap (alpha / beta) is 0.3948 / 0.2670 Eh.

> The lowest electronic energy belongs to which entry?

C28H24N9O4RhSSe2Te2